[1]
# C15H29B2F6NO9P

A cluster of 3 separate species, C15H29B2F6NO9P in total (wB97M-V/def2-TZVPD, the Open Molecules 2025 dataset).

Geometry as ORCA input:
```
! wB97M-V def2-TZVPD RIJCOSX def2/J DEFGRID3
* xyz 1 1
C 3.542 3.322 0.200
C 2.570 3.092 1.332
O 1.651 2.011 0.963
B 0.617 1.706 1.743
O 0.334 2.204 2.993
P -0.715 0.444 1.011
C -1.823 1.390 -0.083
C -3.012 0.605 -0.646
O -4.175 0.704 0.168
C -4.746 1.949 0.192
O -4.708 2.680 -0.764
C -5.390 2.277 1.502
C -6.620 3.175 1.350
B -1.589 -0.392 2.580
N -2.979 -0.710 2.646
O -0.708 -0.628 3.599
H 4.231 4.105 0.525
H 4.131 2.439 -0.035
H 3.024 3.701 -0.679
H 3.106 2.801 2.235
H 1.979 3.989 1.509
H 0.983 1.950 3.661
H -0.088 -0.576 0.290
H -2.124 2.292 0.453
H -1.211 1.725 -0.924
H -3.229 0.955 -1.656
H -2.778 -0.457 -0.729
H -5.666 1.336 1.984
H -4.642 2.739 2.153
H -6.357 4.230 1.381
H -7.296 2.993 2.186
H -7.155 2.966 0.428
H -3.359 -0.937 1.733
H -3.584 -0.005 3.052
H -0.808 -0.045 4.362
C 3.220 0.047 -1.283
C 4.080 -0.496 -0.162
O 5.263 -1.127 -0.680
C 6.264 -0.303 -0.959
O 6.272 0.883 -0.818
C 7.479 -1.108 -1.466
F 7.102 -2.047 -2.334
F 8.076 -1.702 -0.428
F 8.348 -0.301 -2.056
H 2.967 -0.729 -2.002
H 2.303 0.476 -0.886
H 3.752 0.832 -1.822
H 3.565 -1.268 0.401
H 4.365 0.292 0.535
C -2.597 -3.896 -3.312
C -2.150 -4.682 -2.102
O -0.743 -4.455 -1.826
C -0.433 -3.393 -1.134
O -1.171 -2.556 -0.681
C 1.093 -3.332 -0.903
F 1.786 -3.601 -2.001
F 1.457 -4.181 0.055
F 1.398 -2.088 -0.500
H -1.975 -4.135 -4.174
H -3.632 -4.140 -3.549
H -2.528 -2.823 -3.134
H -2.229 -5.752 -2.277
H -2.735 -4.440 -1.217
*
```

Its HOMO energy is -13.3 eV. As for the energy above the lowest of the compared OMol25 structures with the same formula, charge and spin: 0.0 kcal per mole. Its LUMO energy is -3.1 eV.

Population analysis type Löwdin, resulting atomic charges in e: -0.045 -0.177 0.044 -0.711 0.140 1.223 -0.263 -0.205 -0.036 -0.487 0.145 -0.149 -0.072 -0.645 0.185 0.121 0.096 0.053 0.092 0.130 0.131 0.131 0.017 0.110 0.112 0.131 0.112 0.115 0.127 0.082 0.079 0.085 0.068 0.093 0.123 -0.061 -0.195 0.045 -0.389 0.169 -0.559 0.176 0.176 0.186 0.079 0.057 0.086 0.117 0.113 -0.051 -0.170 0.062 -0.395 0.118 -0.539 0.197 0.193 0.119 0.089 0.089 0.073 0.132 0.125


[2]
# C4H4OS2

An isolated molecule of C4H4OS2 (wB97M-V/def2-TZVPD, the Open Molecules 2025 dataset).

Geometry as ORCA input:
```
! wB97M-V def2-TZVPD RIJCOSX def2/J DEFGRID3
* xyz 0 1
S 3.000 1.257 -0.368
S 2.206 -0.631 0.100
C 0.487 -0.301 0.132
C -0.497 -1.257 0.119
C -1.744 -0.549 -0.171
C -1.344 0.750 -0.321
O -0.021 0.942 -0.189
H 2.929 1.594 0.919
H -0.376 -2.338 0.387
H -2.677 -1.138 -0.220
H -1.962 1.671 -0.388
*
```

Its HOMO energy is -8.1 eV. As for the energy above the lowest of the compared OMol25 structures with the same formula, charge and spin: 16.2 kcal per mole. Its LUMO energy is 0.3 eV. As for the structure (SMILES): SSc1ccco1.

Population analysis type Löwdin, resulting atomic charges in e: 0.373 0.543 -0.698 -0.108 -0.058 -0.161 -0.062 -0.198 0.123 0.112 0.134


[3]
# C5H13N2

The ion C5H13N2 with charge +1 (wB97M-V/def2-TZVPD, the Open Molecules 2025 dataset).

Geometry as ORCA input:
```
! wB97M-V def2-TZVPD RIJCOSX def2/J DEFGRID3
* xyz 1 1
C -2.891 0.207 0.606
N -1.670 -0.552 0.995
C -0.780 -0.873 -0.029
C 0.513 -1.241 0.137
C 1.598 -0.865 -0.827
C 2.146 0.595 -0.744
N 1.246 1.398 0.160
H -3.674 -0.295 0.044
H -2.600 1.108 0.060
H -3.301 0.511 1.564
H -1.984 -1.299 1.609
H -1.053 -0.426 -0.998
H 0.725 -1.781 1.054
H 2.506 -1.467 -0.842
H 1.167 -1.090 -1.807
H 2.024 1.035 -1.723
H 3.160 0.496 -0.379
H 0.336 0.895 0.010
H 1.306 1.255 1.170
H 1.226 2.388 -0.060
*
```

Its HOMO energy is -12.2 eV. As for the energy above the lowest of the compared OMol25 structures with the same formula, charge and spin: 64.5 kcal per mole. Its LUMO energy is -3.3 eV. As for the structure (SMILES): CN/C=C/CC[NH3+].

Population analysis type Löwdin, resulting atomic charges in e: -0.090 -0.084 -0.184 -0.125 -0.175 -0.106 0.176 0.084 0.076 0.083 0.132 0.136 0.116 0.116 0.121 0.129 0.128 0.120 0.178 0.168


[4]
# C11H14BIrN7S

A structure of composition C11H14BIrN7S (wB97M-V/def2-TZVPD, the Open Molecules 2025 dataset).

Geometry as ORCA input:
```
! wB97M-V def2-TZVPD RIJCOSX def2/J DEFGRID3
* xyz 4 6
C 0.009 -2.561 1.657
N 0.245 -1.913 0.497
N 0.707 -2.815 -0.412
C 0.761 -4.034 0.178
C 0.325 -3.920 1.499
B 1.191 -2.452 -1.865
N 0.065 -1.661 -2.576
N -0.559 -0.612 -1.987
C -1.461 -0.135 -2.865
C -1.417 -0.886 -4.055
C -0.434 -1.848 -3.824
Ir 0.000 0.000 0.000
N 2.503 -1.647 -1.837
N 2.628 -0.461 -1.184
C 3.914 -0.109 -1.313
C 4.643 -1.067 -2.059
C 3.698 -2.036 -2.375
H 4.266 0.826 -0.871
H 3.779 -2.965 -2.941
H 5.697 -1.051 -2.336
H 1.372 -3.503 -2.442
H -0.053 -2.652 -4.452
H 1.114 -4.894 -0.389
H -2.022 -0.755 -4.951
H 0.244 -4.710 2.243
H -2.099 0.707 -2.592
H -0.372 -2.012 2.515
H 1.108 1.135 -0.801
C 0.172 1.643 -0.500
H -0.352 1.997 -1.400
H -0.827 1.184 0.237
H 0.388 2.454 0.208
S -2.227 3.105 3.124
C -1.496 2.086 2.098
N -0.903 1.258 1.266
*
```

Its HOMO energy (spin up / spin down) is -22.8 / -22.1 eV. Its LUMO energy (spin up / spin down) is -13.8 / -17.5 eV.

Population analysis type Löwdin, resulting atomic charges in e: -0.028 -0.183 -0.009 0.080 0.098 -0.454 0.040 -0.015 0.030 0.192 0.135 1.510 0.006 0.091 0.009 0.177 0.110 0.159 0.177 0.176 0.152 0.187 0.171 0.180 0.158 0.161 0.143 0.043 -0.338 0.105 -0.177 0.112 1.243 -0.414 -0.030


In g mol⁻¹, the molar mass values for the records above are, in order, 534.0; 132.2; 101.2; 479.4.
In eV, the E_tot values for the records above are, in order, -62888.4635; -27929.4590; -8368.0123; -36356.4375.